1.
C7H6N3 | ωB97M-V/def2-TZVPD

Atoms and positions in Å:
C: 0.474 0.264 3.184
C: -0.737 0.632 3.715
C: 1.216 -0.026 0.722
C: -1.314 0.195 0.320
C: 0.017 0.113 -0.077
C: -1.665 0.419 2.704
C: 0.207 -0.278 -1.493
N: -1.705 0.257 1.548
N: 1.819 0.096 3.198
N: 1.228 0.024 1.983
H: -0.992 0.939 4.664
H: 2.121 -0.171 0.301
H: -2.186 0.273 -0.308
H: 1.122 0.221 -2.093
H: -0.610 0.012 -2.009
H: 0.510 -1.283 -1.617

Its charge is +1. The gap between HOMO and LUMO is 8.25 eV. As for the SMILES: CC1=C/N=C=CC2=N[N+]\2=C\1. The calculation puts the energy above the lowest of the compared OMol25 structures with the same formula, charge and spin at 4.650 eV. The value obtained for the HOMO energy is -13.7057 eV. Its LUMO energy is -5.46 eV.


2.
C13H19Br2N3O4P | ωB97M-V/def2-TZVPD

Atoms and positions in Å:
C: 3.672 -1.395 2.456
C: 3.258 -1.429 0.852
N: 3.381 -2.683 0.239
C: 2.696 -0.162 -0.022
N: 1.234 0.142 0.392
N: 0.355 -0.678 -0.236
C: -1.084 -0.541 0.072
C: -2.132 -1.607 -0.678
C: -1.858 -3.061 0.102
C: -2.758 -3.124 1.498
Br: -1.642 -2.454 3.047
C: -1.560 0.614 1.111
P: -3.431 0.861 1.511
O: -3.604 2.105 2.491
C: -0.470 1.603 1.860
C: 1.096 1.236 1.399
Br: 2.522 2.321 2.285
H: 2.909 -2.103 3.043
H: 4.740 -1.888 2.658
H: 3.588 -0.336 2.951
H: 3.068 -2.635 -0.755
H: 3.377 0.786 -0.032
H: 2.668 -0.534 -1.157
H: -1.812 -1.684 -1.806
H: -3.237 -1.235 -0.528
H: -0.719 -3.084 0.458
H: -2.008 -3.986 -0.598
H: -3.088 -4.220 1.770
H: -3.663 -2.379 1.356
H: -3.837 -0.322 2.275
H: -4.267 0.940 0.321
H: -0.726 2.456 2.619
C: 0.349 2.012 -2.595
C: 0.179 3.480 -2.371
O: 0.629 4.049 -3.585
C: 0.498 3.088 -4.546
O: 0.633 3.287 -5.742
O: 0.194 1.877 -3.995
H: -0.401 1.420 -2.063
H: 1.346 1.659 -2.314
H: -0.868 3.760 -2.215
H: 0.773 3.844 -1.528

Its charge is +1. The gap between HOMO and LUMO is 7.38 eV. The calculation puts the energy above the lowest of the compared OMol25 structures with the same formula, charge and spin at 9.388 eV. The value obtained for the HOMO energy is -13.2377 eV. Its LUMO energy is -5.85 eV.


3.
C55H46MoN4O7P2S2Si | ωB97M-V/def2-TZVPD

Atoms and positions in Å:
Mo: 0.187 0.562 -0.332
C: -3.089 2.216 0.532
Si: -1.331 1.903 1.214
C: -0.617 3.624 1.629
C: -1.327 4.746 2.052
C: -0.675 5.947 2.288
C: 0.702 6.047 2.130
C: 1.428 4.943 1.715
C: 0.757 3.757 1.441
P: 1.652 2.255 0.960
C: 3.050 2.723 -0.007
C: 3.964 1.655 -0.298
C: 4.670 1.541 -1.444
C: 4.376 2.417 -2.614
C: 3.625 3.727 -2.337
C: 2.643 3.633 -1.148
C: 2.373 1.910 2.619
C: 3.737 2.005 2.881
C: 4.220 1.744 4.157
C: 3.351 1.418 5.187
C: 1.985 1.384 4.948
C: 1.501 1.623 3.671
C: -1.679 0.919 2.815
C: -2.030 1.467 4.050
C: -2.435 0.657 5.097
C: -2.557 -0.715 4.904
C: -2.213 -1.275 3.687
C: -1.727 -0.466 2.658
P: -1.335 -1.154 1.004
C: -0.313 -2.645 1.363
C: 0.196 -2.991 2.612
C: 0.950 -4.147 2.768
C: 1.230 -4.957 1.680
C: 0.765 -4.602 0.423
C: -0.004 -3.460 0.268
C: -2.967 -2.005 0.794
C: -3.115 -3.335 0.415
C: -4.372 -3.925 0.397
C: -5.496 -3.192 0.738
C: -5.358 -1.856 1.088
C: -4.107 -1.269 1.121
H: -3.834 2.285 1.325
H: -3.362 1.384 -0.119
H: -3.133 3.127 -0.064
H: -2.400 4.687 2.186
H: -1.240 6.815 2.600
H: 1.205 6.984 2.328
H: 2.505 4.992 1.601
H: 4.136 0.919 0.485
H: 5.408 0.760 -1.571
H: 5.262 2.580 -3.229
H: 4.238 4.627 -2.292
H: 2.437 4.641 -0.775
H: 4.420 2.293 2.097
H: 5.284 1.796 4.342
H: 3.736 1.206 6.176
H: 1.294 1.170 5.753
H: 0.437 1.603 3.486
H: -1.981 2.542 4.187
H: -2.686 1.092 6.056
H: -2.932 -1.344 5.700
H: -2.342 -2.338 3.526
H: 0.002 -2.362 3.470
H: 1.310 -4.418 3.752
H: 1.808 -5.862 1.809
H: 1.003 -5.209 -0.440
H: -0.370 -3.187 -0.716
H: -2.264 -3.935 0.133
H: -4.466 -4.965 0.115
H: -6.472 -3.658 0.735
H: -6.230 -1.266 1.340
H: -4.008 -0.229 1.401
O: 4.264 -3.620 -1.158
C: 4.222 -3.339 0.127
O: 4.913 -3.895 0.946
C: 3.279 -2.269 0.557
C: 3.177 -1.798 1.849
N: 2.249 -0.837 1.856
N: 1.725 -0.645 0.641
C: 2.333 -1.516 -0.163
C: 1.734 -1.690 -1.520
O: 2.271 -2.438 -2.344
O: 0.641 -1.060 -1.695
H: 3.550 -3.168 -1.698
H: 3.713 -2.106 2.728
H: 1.917 -0.309 2.652
O: -2.780 -0.882 -1.503
S: -1.834 1.925 -2.568
N: -0.984 1.328 -1.446
O: -6.660 -4.937 -6.063
C: -5.317 -5.073 -6.030
O: -4.783 -5.908 -6.705
C: -4.563 -4.144 -5.140
C: -3.191 -4.017 -5.373
C: -2.429 -3.165 -4.607
C: -3.024 -2.440 -3.571
S: -1.991 -1.344 -2.677
C: -4.383 -2.589 -3.306
C: -5.146 -3.431 -4.091
H: -6.960 -4.194 -5.530
H: -2.748 -4.606 -6.163
H: -1.365 -3.051 -4.778
H: -4.815 -2.033 -2.485
H: -6.196 -3.555 -3.851
C: 3.124 4.231 -4.878
C: 2.736 3.512 -3.604
C: 1.351 3.666 -3.151
C: 1.330 3.101 -1.791
N: 1.466 1.611 -1.829
C: 2.255 1.158 -2.720
C: 3.176 1.988 -3.544
H: 3.055 5.308 -4.723
H: 2.441 3.955 -5.683
H: 4.143 3.991 -5.182
H: 0.487 3.803 -3.783
H: 0.445 3.337 -1.202
H: 2.343 0.087 -2.846
H: 3.446 1.502 -4.481

The gap between HOMO and LUMO (spin up / spin down) is 5.32 / 4.46 eV. Its spin multiplicity is 3. The calculation puts the energy above the lowest of the compared OMol25 structures with the same formula, charge and spin at 4.220 eV. The value obtained for the HOMO energy (spin up / spin down) is -6.0595 / -6.0585 eV. Its LUMO energy (spin up / spin down) is -0.74 / -1.60 eV.


4.
C28H45AlClFO6P | ωB97M-V/def2-TZVPD

Atoms and positions in Å:
C: -1.762 -4.999 1.359
C: -1.881 -5.322 -0.146
C: -1.420 -4.065 -0.965
C: -2.568 -3.580 -1.896
C: -1.923 -2.862 -3.124
C: -2.990 -1.984 -3.796
C: -2.459 -1.016 -4.868
C: -1.302 -0.122 -4.378
C: -1.743 1.217 -3.734
C: -0.759 2.336 -4.159
C: 0.692 2.039 -3.755
C: 0.881 2.356 -2.257
C: 2.253 1.917 -1.728
C: 2.441 0.394 -1.578
C: 1.269 -0.387 -0.928
C: 1.426 -0.660 0.585
C: 1.229 0.587 1.496
C: 2.579 1.205 1.861
C: 3.678 0.447 2.212
C: 4.890 1.023 2.500
C: 5.049 2.383 2.467
C: 3.963 3.163 2.140
C: 2.762 2.567 1.855
O: 0.438 1.547 0.827
Al: -1.239 0.869 1.054
P: -3.025 2.402 1.311
O: -4.114 1.756 2.418
Cl: -3.925 2.352 -0.611
O: -0.819 -0.258 2.474
C: 0.377 0.240 2.801
F: 0.028 1.610 3.266
C: 1.095 -0.340 4.036
C: 1.303 0.721 5.109
O: 2.186 1.544 5.055
O: 0.458 0.700 6.236
C: -0.576 1.638 6.210
C: -0.356 3.084 5.814
O: -1.676 1.277 6.560
H: -2.477 -4.218 1.629
H: -1.995 -5.915 1.919
H: -0.750 -4.687 1.629
H: -2.934 -5.488 -0.383
H: -1.248 -6.159 -0.450
H: -1.093 -3.262 -0.299
H: -0.574 -4.297 -1.626
H: -3.195 -4.397 -2.262
H: -3.128 -2.810 -1.356
H: -1.508 -3.613 -3.809
H: -1.080 -2.297 -2.713
H: -3.686 -2.672 -4.301
H: -3.556 -1.439 -3.034
H: -2.111 -1.529 -5.775
H: -3.268 -0.351 -5.199
H: -0.698 0.137 -5.259
H: -0.619 -0.621 -3.684
H: -2.739 1.487 -4.107
H: -1.791 1.158 -2.642
H: -1.083 3.226 -3.596
H: -0.883 2.608 -5.215
H: 1.041 1.036 -4.018
H: 1.342 2.750 -4.289
H: 0.040 2.014 -1.650
H: 0.863 3.455 -2.191
H: 2.994 2.247 -2.476
H: 2.465 2.490 -0.824
H: 2.691 -0.094 -2.527
H: 3.317 0.247 -0.926
H: 1.280 -1.390 -1.385
H: 0.284 0.024 -1.138
H: 0.622 -1.372 0.829
H: 2.367 -1.193 0.743
H: 3.613 -0.638 2.248
H: 5.730 0.381 2.752
H: 5.997 2.877 2.659
H: 4.007 4.246 2.076
H: 1.897 3.162 1.572
H: -1.641 -0.203 -0.083
H: -4.404 0.908 2.051
H: 0.412 -1.078 4.479
H: 2.025 -0.863 3.819
H: -0.856 3.751 6.518
H: -0.830 3.245 4.842
H: 0.696 3.359 5.730

Its charge is -1. The gap between HOMO and LUMO is 7.53 eV. The value obtained for the HOMO energy is -4.7804 eV. Its LUMO energy is 2.75 eV.